1.
Molecular formula: C28H35N5OOsP2
Method: DFT, ωB97M-V/def2-TZVPD

As for the energy: -2209.35029 a.u. As for the LUMO energy (alpha / beta): -6.8 / -9.6 eV. The molar mass is 709.80 Da. The multiplicity is 5. The calculation puts the energy above the lowest of the compared OMol25 structures with the same formula, charge and spin at 6.1064 eV. Its charge is +2. Its expectation value of S² is 6.03. For the HOMO energy (alpha / beta), the calculation gives -12.9271 / -12.9740 eV.

Geometry as XYZ:
```
72
Properties=species:S:1:pos:R:3:mulliken_charge:R:1
Os -0.74 0.00 0.91 1.923
C -2.04 -1.90 -1.52 -0.548
C -0.98 -1.40 -2.17 -0.671
C -1.16 -0.34 -3.22 -1.692
C -2.05 0.82 -2.71 -1.413
C -2.09 1.08 -1.23 -0.401
C -2.64 0.38 -0.13 0.155
C -3.84 -0.58 -0.44 -1.038
C -3.48 -1.54 -1.57 -1.375
C 0.29 1.08 2.42 -1.808
H -1.93 -2.86 -1.03 1.169
H -0.06 -2.01 -2.25 1.905
H -1.72 -0.78 -4.08 0.484
H -0.22 0.02 -3.68 0.459
H -1.70 1.74 -3.22 0.450
H -3.06 0.69 -3.13 0.527
H -1.81 2.12 -1.03 0.039
H -2.94 1.04 0.73 0.920
H -4.74 0.00 -0.72 0.443
H -4.13 -1.14 0.48 0.402
H -4.03 -2.49 -1.44 0.414
H -3.81 -1.16 -2.55 0.324
H -0.22 0.65 3.30 0.616
H 0.21 2.16 2.62 0.594
H 1.35 0.82 2.53 0.262
P 0.72 1.62 -0.06 0.342
P 0.79 -1.49 -0.08 0.200
N -0.42 3.24 0.18 0.747
N 2.15 2.76 0.39 0.251
N -0.29 -3.26 0.29 0.592
N 2.23 -2.31 0.80 0.801
C 1.46 0.92 -1.59 -0.805
C 1.83 -0.55 -1.37 -1.044
C -1.45 3.03 1.09 -0.756
C -2.42 4.02 0.96 -0.717
C -1.88 4.99 0.05 -0.916
C -0.67 4.47 -0.43 -0.742
C 1.96 3.84 1.27 -0.315
C 2.98 4.77 1.12 -0.640
C 3.85 4.28 0.08 -0.699
C 3.32 3.05 -0.34 -0.376
C -1.51 -3.08 0.96 -0.308
C -2.08 -4.34 1.24 -0.936
C -1.21 -5.30 0.68 -0.745
C -0.12 -4.62 0.14 -0.482
C 2.91 -3.44 0.33 -0.275
C 4.17 -3.50 0.92 -0.778
C 4.31 -2.31 1.72 -0.696
C 3.12 -1.60 1.61 -0.246
H 2.33 1.50 -1.91 0.840
H 0.80 0.98 -2.44 -0.047
H 1.61 -1.06 -2.32 0.709
H 2.90 -0.67 -1.16 0.388
H -1.47 2.11 1.67 0.746
H -3.38 3.98 1.47 0.497
H -2.37 5.91 -0.24 0.430
H 0.01 4.88 -1.18 0.507
H 1.11 3.86 1.94 0.258
H 3.09 5.69 1.67 0.471
H 4.72 4.80 -0.32 0.448
H 3.76 2.33 -1.04 0.372
H -2.06 -2.09 0.99 0.262
H -2.95 -4.54 1.86 0.526
H -1.38 -6.38 0.66 0.479
H 0.71 -5.09 -0.38 0.408
H 2.45 -4.12 -0.38 0.489
H 4.91 -4.29 0.77 0.468
H 5.19 -2.02 2.29 0.500
H 2.83 -0.65 2.03 0.314
O 0.98 -3.02 3.67 -0.592
C 0.31 -2.21 3.09 0.837
N -0.36 -1.46 2.44 -0.905
```

=====

2.
Molecular formula: C6H14NS
Method: DFT, ωB97M-V/def2-TZVPD

As for the energy: -689.94739 a.u. As for the LUMO energy: 3.3 eV. The molar mass is 132.25 Da. The calculation puts the energy above the lowest of the compared OMol25 structures with the same formula, charge and spin at 0.7601 eV. Its charge is -1. The SMILES is CC(C)CNCC[S-]. For the HOMO energy, the calculation gives -2.2714 eV.

Geometry as XYZ:
```
22
Properties=species:S:1:pos:R:3:mulliken_charge:R:1
C -1.02 -2.17 -0.01 -0.816
C -2.26 -1.39 -0.48 -0.299
S -3.83 -2.18 0.09 -0.663
N 0.13 -1.44 0.55 -0.377
C 0.60 -0.36 -0.30 -0.728
C 0.99 0.94 0.45 0.736
C 2.36 1.49 0.00 -1.321
C -0.08 2.01 0.23 -1.631
H -0.61 -2.87 -0.74 0.241
H -1.39 -2.82 0.76 0.464
H -2.25 -0.35 -0.15 -0.098
H -2.29 -1.48 -1.57 0.198
H -0.02 -1.13 1.50 0.297
H -0.04 -0.06 -1.13 0.322
H 1.52 -0.71 -0.76 0.288
H 1.10 0.77 1.52 0.292
H 2.29 2.39 -0.62 0.314
H 2.85 0.84 -0.74 0.366
H 3.05 1.61 0.84 0.270
H 0.07 2.84 0.93 0.410
H -1.10 1.63 0.39 0.362
H -0.06 2.45 -0.77 0.372
```

=====

3.
Molecular formula: C38H68BrF5I2N3O15S3
Method: DFT, ωB97M-V/def2-TZVPD

As for the energy: -7644.37122 a.u. As for the LUMO energy: -4.4 eV. The molar mass is 1331.87 Da. Its charge is +1. For the HOMO energy, the calculation gives -11.7249 eV.

Geometry as XYZ:
```
135
Properties=species:S:1:pos:R:3:mulliken_charge:R:1
C 0.90 -3.48 0.94 -1.714
C 0.62 -2.74 -0.40 0.170
N 1.32 -1.50 -0.70 0.733
C 0.94 -0.12 -0.58 -3.691
C -0.57 0.30 -0.18 2.607
C -0.96 -0.48 1.12 0.351
C -2.02 -1.58 1.33 -1.861
C -3.47 -1.10 1.70 -0.591
C -4.59 -1.97 1.11 -0.948
O -4.31 -3.35 1.23 -0.399
C -4.97 -4.06 0.16 -0.602
C -1.32 -0.32 -1.41 -0.509
C -2.82 -0.65 -1.41 -0.622
C -3.47 -0.76 -2.80 0.386
F -4.69 -0.17 -2.77 -0.290
F -2.78 -0.24 -3.82 -0.186
F -3.73 -2.04 -3.12 -0.269
C -0.60 1.93 -0.10 1.883
C -1.88 2.22 0.79 -1.558
C -2.26 3.69 1.07 -1.600
C -0.93 2.75 -1.43 -3.597
I -2.98 2.62 -2.20 0.317
C 0.07 2.93 -2.59 -0.029
C -0.46 4.17 -3.42 -1.677
I 0.38 1.52 -4.16 0.245
C 0.60 2.61 0.72 -1.996
S 1.17 4.32 0.37 1.761
O 2.58 4.43 0.12 -0.659
O 0.77 5.11 1.51 -0.638
F 0.54 5.12 -0.85 -0.247
N 1.69 1.65 1.19 1.773
C 2.88 2.31 1.89 -0.911
C 2.67 3.41 2.93 -1.035
F 3.35 3.08 4.09 -0.444
N 1.24 0.76 2.18 -1.109
C 0.82 0.92 3.30 0.590
S 0.25 1.31 4.71 -0.195
C 2.14 0.73 0.07 0.913
S 2.89 1.83 -1.25 -0.223
C 3.44 -0.09 0.39 -0.782
Br 3.33 -1.40 1.85 -0.032
C 4.23 -0.67 -0.85 -0.589
C 4.94 -2.03 -0.58 -1.673
H 0.29 -4.39 0.94 0.511
H 0.72 -2.88 1.83 0.225
H 1.93 -3.83 0.91 0.370
H -0.48 -2.77 -0.48 -0.198
H 0.91 -3.50 -1.14 0.582
H 1.72 -1.62 -1.61 0.541
H 0.94 0.28 -1.61 1.301
H -1.08 0.11 2.04 -0.226
H -0.04 -1.02 1.41 -0.043
H -2.10 -2.39 0.60 0.352
H -1.73 -2.11 2.25 1.028
H -3.60 -1.14 2.79 0.775
H -3.67 -0.06 1.41 0.096
H -4.82 -1.68 0.07 0.405
H -5.51 -1.74 1.67 0.485
H -4.39 -3.90 -0.76 0.138
H -4.99 -5.11 0.44 0.261
H -5.99 -3.66 0.05 0.332
H -1.15 0.34 -2.27 -0.500
H -0.84 -1.23 -1.79 0.241
H -3.43 0.00 -0.78 0.541
H -3.03 -1.65 -1.03 -0.139
H -1.67 1.92 1.83 0.374
H -2.71 1.57 0.52 0.977
H -2.65 4.25 0.21 0.231
H -1.46 4.26 1.55 0.269
H -3.07 3.66 1.80 0.504
H -1.10 3.77 -1.10 1.950
H 1.04 3.33 -2.28 0.335
H -0.76 5.01 -2.78 0.340
H 0.40 4.53 -4.00 0.539
H -1.20 3.88 -4.17 0.483
H 0.12 2.81 1.69 1.412
H 3.66 2.62 1.19 0.570
H 3.43 1.53 2.44 0.916
H 3.10 4.35 2.58 0.578
H 1.64 3.62 3.22 0.248
H 2.69 1.10 -2.37 0.263
H 4.22 0.57 0.78 0.958
H 3.64 -0.85 -1.75 0.250
H 5.05 -0.02 -1.15 0.495
H 5.68 -1.97 0.21 0.386
H 4.24 -2.86 -0.48 0.328
H 5.51 -2.22 -1.50 0.484
C -1.05 -4.59 -4.20 -0.630
O 0.27 -5.01 -4.57 -0.174
C 0.38 -6.33 -4.77 0.660
O -0.50 -7.13 -4.65 -0.522
O 1.64 -6.59 -5.11 -0.315
C 1.91 -7.97 -5.35 -0.651
H -1.02 -3.51 -4.07 0.004
H -1.76 -4.83 -4.99 0.456
H -1.34 -5.05 -3.26 0.351
H 1.31 -8.34 -6.18 0.301
H 1.73 -8.56 -4.45 0.297
H 2.96 -8.05 -5.61 0.226
C 3.26 0.53 -10.30 -0.632
O 3.12 -0.33 -9.17 -0.330
C 1.87 -0.44 -8.71 0.759
O 0.91 0.12 -9.15 -0.529
O 1.89 -1.27 -7.67 -0.276
C 0.61 -1.47 -7.07 -0.498
H 4.31 0.53 -10.58 0.225
H 2.67 0.17 -11.14 0.297
H 2.96 1.55 -10.05 0.294
H -0.08 -1.92 -7.79 0.336
H 0.20 -0.54 -6.69 0.074
H 0.75 -2.16 -6.24 0.241
C -1.41 -2.33 7.43 -0.572
O -2.75 -2.82 7.45 -0.340
C -3.38 -2.70 6.28 0.788
O -2.91 -2.22 5.27 -0.504
O -4.61 -3.19 6.42 -0.338
C -5.40 -3.12 5.23 -0.613
H -1.00 -2.47 8.43 0.243
H -0.81 -2.89 6.72 0.272
H -1.40 -1.26 7.20 0.228
H -4.95 -3.71 4.43 0.281
H -5.54 -2.09 4.92 0.262
H -6.37 -3.55 5.48 0.285
C 2.13 7.68 9.21 -0.627
O 2.79 7.75 7.94 -0.332
C 2.43 6.81 7.08 0.722
O 1.63 5.93 7.28 -0.547
O 3.12 6.99 5.95 -0.336
C 2.83 6.03 4.94 -0.662
H 2.51 8.50 9.81 0.219
H 1.05 7.80 9.08 0.293
H 2.35 6.74 9.71 0.296
H 1.78 6.09 4.65 0.337
H 3.08 5.03 5.27 0.329
H 3.44 6.28 4.08 0.326
```

=====

4.
Molecular formula: C3H4Cl2S
Method: DFT, ωB97M-V/def2-TZVPD

As for the energy: -1435.14801 a.u. As for the LUMO energy (alpha / beta): -0.7 / -0.4 eV. The molar mass is 143.04 Da. The calculation puts the energy above the lowest of the compared OMol25 structures with the same formula, charge and spin at 3.0113 eV. For the HOMO energy (alpha / beta), the calculation gives -8.6928 / -8.4568 eV.

Geometry as XYZ:
```
10
Properties=species:S:1:pos:R:3:mulliken_charge:R:1
C 0.31 0.18 -0.64 -0.827
C 0.21 -0.20 0.77 -0.341
C 2.57 0.09 0.05 0.198
S 1.73 0.34 1.57 -0.074
Cl 3.73 1.30 -0.50 -0.123
Cl 3.04 -1.61 -0.24 -0.132
H -0.05 -0.52 -1.33 0.297
H 0.02 1.17 -0.70 0.349
H -0.64 0.23 1.24 0.389
H 0.24 -1.33 0.79 0.265
```

=====

Question: Among the records above, which one has the highest molar mass?
Answer: C38H68BrF5I2N3O15S3

=====

Question: Which of these has the highest molar mass?
Answer: C38H68BrF5I2N3O15S3

=====

Question: What is the formula in the third record?
Answer: C38H68BrF5I2N3O15S3